ORCA calculation (wB97M-V/def2-TZVPD) on 3 unconnected molecules or ions with the total composition C12H31N2O6PS in a non-equilibrium geometry.

Last column: Mulliken charge in e.
Cartesian coordinates (Å):
O 8.035 0.665 1.839  -0.6382
P 7.501 2.158 1.581  0.3779
C 6.101 2.197 0.239  -0.2143
C 5.263 3.606 0.207  -0.5832
C 4.189 3.807 1.428  -0.3891
O 4.124 2.699 2.394  -0.3509
S 3.678 1.258 1.595  1.1680
O 2.333 1.461 0.856  -0.6022
O 3.566 0.088 2.606  -0.6203
C 5.076 0.906 0.344  -0.7863
H 8.668 2.893 1.083  0.1000
H 7.106 2.833 2.807  0.0920
H 6.632 2.098 -0.826  0.3909
H 6.022 4.518 0.084  0.3606
H 4.631 3.591 -0.806  0.2882
H 4.519 4.783 2.017  0.3026
H 3.098 3.979 0.986  0.2945
H 4.551 0.790 -0.712  0.3725
H 5.608 -0.098 0.658  0.4334
C -0.448 -3.677 -0.679  -0.4773
O 0.715 -2.892 -0.473  -0.4241
C 0.466 -1.492 -0.318  -0.4697
C -0.090 -1.080 1.066  0.7024
C -1.557 -1.452 1.287  -1.5973
N 0.714 -1.652 2.157  -0.7073
H -1.190 -3.161 -1.296  0.1172
H -0.878 -3.962 0.283  0.2277
H -0.155 -4.600 -1.185  0.2867
H 1.438 -1.005 -0.445  0.1530
H -0.170 -1.123 -1.132  0.3710
H -0.025 0.011 1.131  0.3509
H -1.697 -2.508 1.537  0.2224
H -1.970 -0.879 2.125  0.4398
H -2.157 -1.224 0.400  0.2875
H 1.671 -1.307 2.075  0.2084
H 0.800 -2.657 1.979  0.3300
C -7.406 -0.691 -2.599  -0.6365
O -6.094 -0.719 -3.138  -0.3892
C -5.157 0.126 -2.466  -0.9093
C -4.642 -0.422 -1.113  0.5580
C -5.661 -0.341 0.024  -1.4833
N -4.183 -1.813 -1.241  -0.6158
H -7.688 0.309 -2.255  0.2927
H -7.488 -1.415 -1.787  0.2083
H -8.105 -1.002 -3.379  0.2601
H -4.300 0.209 -3.141  0.3502
H -5.563 1.140 -2.359  0.4875
H -3.786 0.193 -0.818  0.3708
H -6.413 -1.134 -0.019  0.2947
H -5.157 -0.446 0.991  0.3282
H -6.177 0.625 0.020  0.3481
H -3.420 -1.846 -1.917  0.2059
H -4.934 -2.343 -1.693  0.3124

- HOMO level: -8.6 eV
- Calculated total energy: -48330.837 eV
- Lowest unoccupied orbital energy: 0.005 Ha
- Largest force on an atom: 0.1144 hartree/bohr
- Structure (SMILES): O=[PH2][C@@H]1CCOS(=O)(=O)C1.COC[C@@H](C)N.COC[C@@H](C)N